ORCA calculation (ωB97M-V/def2-TZVPD) on a structure of composition C9H24N4OS2Tc in a non-equilibrium geometry.

```
41
Properties=species:S:1:pos:R:3:mulliken_charge:R:1
Tc -0.495 -0.595 -0.574 0.90
N -0.850 -0.995 1.445 -0.39
C -1.334 0.096 2.376 -0.72
C -0.548 1.391 2.177 0.26
C -1.366 2.487 1.494 -1.02
C -1.991 2.072 0.174 -0.27
N -0.987 1.432 -0.770 -0.36
H -1.469 -1.806 1.533 0.34
H 0.053 -1.332 1.803 0.39
H -1.243 -0.287 3.394 0.42
H -2.399 0.227 2.184 0.39
H 0.348 1.169 1.583 -0.20
H -0.174 1.758 3.132 0.42
H -0.737 3.369 1.346 0.41
H -2.179 2.820 2.144 0.36
H -2.397 2.948 -0.335 0.45
H -2.813 1.363 0.288 0.08
H -0.129 1.990 -0.712 0.31
H -1.323 1.562 -1.728 0.40
O 1.324 -0.333 -0.581 -0.60
S 2.729 0.126 -1.340 0.38
C 3.685 -1.413 -1.542 -0.47
C 5.032 -1.145 -0.863 -0.69
C 4.811 -0.226 0.340 -0.61
C 3.786 0.840 -0.051 -0.53
H 3.740 -1.618 -2.612 0.46
H 3.099 -2.198 -1.055 0.34
H 5.739 -0.715 -1.573 0.36
H 5.461 -2.102 -0.561 0.37
H 5.740 0.272 0.619 0.38
H 4.491 -0.779 1.224 0.31
H 4.233 1.705 -0.554 0.49
H 3.146 1.207 0.753 0.36
N -4.744 -1.039 -0.678 -0.27
C -4.020 -1.612 -1.606 0.97
N -4.502 -2.256 -2.631 -0.33
S -2.194 -1.622 -1.581 -0.01
H -5.762 -1.093 -0.696 0.28
H -4.343 -0.594 0.130 0.14
H -5.507 -2.358 -2.778 0.27
H -3.912 -2.715 -3.318 0.24
```

- Relative energy (zero: lowest compared OMol25 entry of this formula, charge and spin): 0.0 kcal per mole
- 2S+1: 2
- Largest force on an atom: 0.01947 hartree/bohr
- Frontier orbital gap (alpha / beta): 6.4 / 6.9 eV
- Charge: +4

ORCA calculation (ωB97M-V/def2-TZVPD) on a structure of composition H12HfO7 in a non-equilibrium geometry.

```
20
Properties=species:S:1:pos:R:3:mulliken_charge:R:1
Hf -20.885 -10.003 -32.277 1.98
O -20.411 -8.717 -30.917 -0.72
H -20.721 -8.206 -30.136 0.32
O -21.210 -10.706 -34.051 -0.72
H -21.366 -10.742 -35.019 0.34
O -21.519 -12.096 -31.879 -0.50
H -21.816 -12.463 -31.061 0.31
H -21.158 -12.847 -32.303 0.32
O -19.120 -9.043 -33.316 -0.53
H -18.315 -8.834 -32.755 0.37
H -18.759 -9.507 -34.044 0.33
O -19.234 -11.118 -31.607 -0.46
H -19.130 -11.240 -30.632 0.35
H -18.433 -11.547 -31.930 0.33
O -22.885 -9.727 -31.634 -0.51
H -23.149 -8.791 -31.486 0.35
H -23.525 -10.181 -31.084 0.33
O -21.637 -7.949 -33.217 -0.57
H -21.888 -7.224 -32.628 0.35
H -21.053 -7.477 -33.794 0.33
```

- Relative energy (zero: lowest compared OMol25 entry of this formula, charge and spin): 15.3 kcal per mole
- Largest force on an atom: 0.06281 hartree/bohr
- Frontier orbital gap: 11.5 eV
- Charge: +2

ORCA calculation (ωB97M-V/def2-TZVPD) on a cluster of 2 separate species, C12H16FN4O4P in total in a non-equilibrium geometry.

```
38
Properties=species:S:1:pos:R:3:mulliken_charge:R:1
H 5.190 0.466 -2.508 0.24
N 4.990 0.112 -1.566 -0.70
C 3.766 -0.167 -1.539 0.47
C 3.114 -0.706 -0.269 -0.75
C 2.934 0.083 -2.830 -0.39
O 1.781 -0.795 -2.798 -0.31
C 0.662 -0.166 -3.243 0.37
O 0.679 0.399 -4.268 -0.46
N -0.556 -0.231 -2.482 -0.04
P -0.858 -1.842 -1.808 0.40
N -2.302 -1.835 -1.178 -0.69
C -0.543 0.742 -1.410 0.27
O -0.405 0.356 -0.320 -0.32
N -0.749 2.092 -1.734 -0.12
C 0.264 2.943 -1.287 0.50
O 0.891 2.857 -0.332 -0.34
F 0.450 4.001 -2.099 -0.26
H 3.220 0.094 0.482 0.27
H 3.655 -1.580 0.112 0.35
H 2.045 -0.904 -0.403 0.03
H 2.608 1.134 -2.818 0.32
H 3.571 -0.108 -3.703 0.39
H -0.738 -2.816 -2.832 0.09
H 0.097 -2.153 -0.816 0.10
H -2.862 -2.536 -1.661 0.21
H -0.929 2.243 -2.727 0.37
C -3.367 0.225 2.817 -0.52
C -3.868 -0.125 4.064 -0.34
C -2.999 -0.486 5.085 -0.43
C -1.629 -0.501 4.858 -0.37
C -1.129 -0.159 3.608 -0.51
C -1.997 0.205 2.587 0.07
H -4.044 0.513 2.022 0.36
H -4.936 -0.115 4.240 0.36
H -3.389 -0.756 6.059 0.35
H -0.951 -0.781 5.655 0.35
H -0.061 -0.176 3.428 0.39
H -1.607 0.474 1.614 0.33
```

- Largest force on an atom: 0.07033 hartree/bohr
- Frontier orbital gap: 9.1 eV
- SMILES: [H]/N=C(/C)COC(=O)N([PH2]=N)C(=O)NC(=O)F.c1ccccc1

ORCA calculation (ωB97M-V/def2-TZVPD) on a structure of composition C30H36AsBiN3O4SSi in a non-equilibrium geometry.

```
77
Properties=species:S:1:pos:R:3:mulliken_charge:R:1
Bi 1.881 -0.186 0.189 1.42
C 1.536 1.551 3.754 -1.38
C 1.012 0.109 3.620 0.24
C 0.546 -0.656 4.655 -0.55
C 0.044 -1.916 4.404 -0.65
C -0.096 -2.342 3.079 -0.58
C 0.490 -1.576 2.073 0.96
N 1.022 -0.352 2.348 0.29
N 0.556 -1.821 0.705 0.54
Si 0.158 -3.260 -0.179 0.03
C -1.711 -3.780 -0.082 -1.02
C 1.213 -4.686 0.318 -0.97
C 0.735 -2.812 -1.977 -0.63
H 2.606 1.468 3.574 0.34
H 1.359 1.970 4.757 0.42
H 1.203 2.118 2.931 0.13
H 0.533 -0.279 5.725 0.35
H -0.201 -2.558 5.286 0.40
H -0.455 -3.315 2.831 0.47
H -1.840 -4.164 0.949 0.28
H -2.062 -4.370 -0.934 0.37
H -2.292 -2.920 -0.123 0.27
H 1.096 -5.069 1.342 0.33
H 2.284 -4.652 0.002 0.31
H 0.937 -5.491 -0.453 0.33
H -0.023 -2.132 -2.396 -0.11
H 0.938 -3.742 -2.565 0.41
H 1.687 -2.357 -2.018 0.13
O 0.134 1.504 0.288 -0.35
As -1.367 1.956 -0.201 1.21
C -2.811 1.203 0.819 0.29
C -4.114 1.270 0.259 -0.48
C -5.124 0.510 0.891 -0.71
C -4.886 -0.138 2.086 -0.47
C -3.620 -0.147 2.727 -0.68
C -2.541 0.500 2.055 0.03
C -1.485 1.275 -1.921 0.45
C -2.046 0.082 -2.110 0.08
C -1.882 -0.562 -3.333 -0.77
C -1.263 0.095 -4.427 -0.60
C -0.642 1.332 -4.193 -0.73
C -0.770 1.937 -2.970 -0.90
C -1.365 3.914 -0.167 -0.02
C -2.493 4.576 -0.515 -0.17
C -2.458 6.003 -0.413 -1.00
C -1.295 6.559 0.016 -0.39
C -0.124 5.887 0.282 -0.81
C -0.193 4.516 0.228 -0.11
H -4.369 1.760 -0.666 0.35
H -6.106 0.350 0.503 0.43
H -5.688 -0.727 2.479 0.40
H -3.419 -0.825 3.553 0.40
H -1.511 0.496 2.453 0.21
H -2.741 -0.434 -1.430 0.17
H -2.115 -1.584 -3.511 0.49
H -1.045 -0.442 -5.359 0.35
H -0.079 1.787 -4.977 0.53
H -0.295 2.843 -2.813 0.57
H -3.283 4.047 -1.025 0.37
H -3.285 6.620 -0.626 0.47
H -1.128 7.577 0.193 0.41
H 0.815 6.291 0.613 0.43
H 0.563 3.821 0.436 0.41
C 5.937 -1.869 0.617 -1.12
S 4.204 -2.202 0.672 1.05
O 3.624 -1.985 -0.723 -0.67
O 4.116 -3.550 1.162 -0.62
O 3.562 -1.161 1.557 -0.68
H 6.322 -2.614 -0.041 0.42
H 6.460 -2.016 1.546 0.38
H 6.039 -0.825 0.163 0.26
C 3.712 -0.187 -4.760 -0.91
C 2.840 0.204 -3.652 0.34
N 2.159 0.451 -2.762 -0.35
H 3.354 -1.084 -5.146 0.30
H 4.753 -0.395 -4.151 0.27
H 3.793 0.602 -5.521 0.34
```

- Relative energy (zero: lowest compared OMol25 entry of this formula, charge and spin): 53.9 kcal per mole
- Largest force on an atom: 0.08019 hartree/bohr
- Frontier orbital gap: 8.2 eV
- Charge: +1

largest force on an atom of number 3 (C12H16FN4O4P)? 0.07033 hartree/bohr